{"formula": "C8H14O", "method": "the ωB97M-V functional and the def2-TZVPD basis", "species": ["O", "C", "C", "C", "C", "C", "C", "C", "C", "H", "H", "H", "H", "H", "H", "H", "H", "H", "H", "H", "H", "H", "H"], "xyz": [[1.9155, 1.5877, 1.2946], [-0.0652, 2.6624, -0.5317], [1.0902, -2.0260, -1.2398], [-0.2127, -0.1892, -0.1222], [1.1178, 0.5818, -1.3985], [-1.6782, -1.8665, 1.0698], [-1.1892, -0.4090, 0.9745], [0.3444, 1.2472, -0.5712], [0.6704, -0.7276, -0.8705], [-0.7960, -2.4794, 1.0093], [0.1429, 3.1415, 0.3791], [-2.4228, -2.1209, 0.3451], [-2.1440, 0.1222, 0.6834], [0.4299, -2.4903, -2.0881], [0.4579, 3.2725, -1.3518], [2.0504, 0.6286, 1.2305], [-2.1928, -2.0544, 1.9722], [2.2335, 2.0556, 2.0428], [2.0375, -2.0735, -1.8443], [1.2825, -2.7312, -0.3874], [-1.1170, 2.8119, -0.9699], [1.8214, 0.7367, -2.2210], [-1.0356, 0.0038, 1.9889]], "atomic_forces_ev_per_a": [[-0.6, -0.2, -1.4], [-0.8, 0.8, -3.5], [1.1, -4.1, -2.3], [-2.3, 3.1, 4.5], [1.8, 0.4, -1.7], [1.0, 0.7, 0.0], [-2.9, -0.4, -0.7], [-1.0, 0.6, -1.3], [1.1, -1.3, -1.5], [0.0, -0.8, -0.1], [-0.3, 0.6, 1.3], [0.0, -0.1, -1.0], [0.9, 0.1, 0.1], [0.5, 0.5, 1.9], [0.0, -1.0, 1.2], [0.3, 0.7, 0.8], [-0.3, -0.2, 1.4], [0.7, -0.4, 1.3], [-0.4, 0.7, 0.9], [-0.7, 0.4, -0.9], [1.0, -0.4, 1.4], [-0.2, 0.5, 0.3], [0.9, -0.1, -0.6]], "relative_energy_ev": 4.447, "total_energy_ev": -10565.5971, "charge": 0, "homo_lumo_gap_ev": 7.7, "lumo_ev": 0.77, "homo_ev": -6.893}